This record from OMol25 describes C59H62CsI2N3O8P3 as an isolated structure in a non-equilibrium geometry. The level of theory is ωB97M-V/def2-TZVPD.

LUMO = 1.8 eV

The geometry in ORCA input format:
```
! wB97M-V def2-TZVPD RIJCOSX def2/J DEFGRID3
* xyz -1 1
Cs -1.38 0.01 -0.77
I -6.31 4.18 -5.08
C -4.64 3.45 -4.09
C -3.40 3.49 -4.71
C -2.30 3.01 -4.04
I -0.41 3.06 -4.92
C -2.33 2.48 -2.71
O -1.30 2.06 -2.12
C -3.66 2.43 -2.11
C -3.92 1.76 -0.77
N -3.17 2.32 0.35
C -3.59 1.73 1.61
C -2.72 2.10 2.78
C -3.30 2.49 3.99
C -2.49 2.75 5.08
C -1.12 2.63 4.93
C -0.63 2.24 3.69
N -1.40 1.99 2.64
C -4.75 2.92 -2.82
H -3.29 3.89 -5.71
H -3.66 0.70 -0.83
H -5.01 1.78 -0.60
H -3.29 3.33 0.35
H -3.54 0.64 1.51
H -4.64 1.98 1.87
H -4.38 2.57 4.06
H -2.92 3.05 6.03
H -0.43 2.81 5.75
H 0.44 2.14 3.53
H -5.72 2.86 -2.35
O 4.90 0.13 0.29
C 5.78 0.44 1.32
C 7.09 0.81 1.05
C 7.92 1.16 2.10
C 7.45 1.17 3.40
C 6.13 0.83 3.66
C 5.26 0.46 2.64
P 3.49 0.18 3.06
C 3.18 -1.52 2.45
C 2.91 -1.89 1.14
C 2.83 -3.22 0.78
C 2.97 -4.21 1.75
C 3.18 -3.86 3.07
C 3.28 -2.52 3.41
C 2.77 1.41 1.91
C 1.55 1.25 1.26
C 1.00 2.31 0.54
C 1.63 3.54 0.49
C 2.85 3.70 1.12
C 3.41 2.65 1.81
C 5.21 -0.80 -0.70
C 6.21 -1.76 -0.54
C 6.45 -2.67 -1.56
C 5.71 -2.62 -2.72
C 4.70 -1.68 -2.86
C 4.41 -0.76 -1.86
P 2.92 0.33 -1.90
C 2.12 -0.19 -3.45
C 2.45 0.32 -4.71
C 1.82 -0.16 -5.84
C 0.84 -1.15 -5.73
C 0.49 -1.64 -4.48
C 1.13 -1.16 -3.35
C 3.60 1.95 -2.37
C 4.95 2.26 -2.39
C 5.38 3.55 -2.67
C 4.46 4.54 -2.95
C 3.10 4.24 -2.94
C 2.67 2.96 -2.64
H 7.44 0.80 0.03
H 8.95 1.45 1.89
H 8.10 1.45 4.22
H 5.75 0.87 4.67
H 2.77 -1.12 0.39
H 2.66 -3.49 -0.25
H 2.89 -5.26 1.47
H 3.25 -4.62 3.84
H 3.44 -2.24 4.45
H 1.02 0.30 1.31
H 0.05 2.22 0.04
H 1.17 4.35 -0.06
H 3.37 4.65 1.07
H 4.36 2.81 2.30
H 6.77 -1.80 0.38
H 7.22 -3.42 -1.43
H 5.91 -3.33 -3.52
H 4.11 -1.68 -3.76
H 3.21 1.09 -4.79
H 2.07 0.24 -6.81
H 0.33 -1.51 -6.62
H -0.30 -2.37 -4.39
H 0.83 -1.52 -2.37
H 5.68 1.48 -2.19
H 6.44 3.77 -2.68
H 4.79 5.55 -3.18
H 2.37 5.01 -3.16
H 1.60 2.75 -2.63
C -4.94 -4.99 1.79
C -3.62 -4.48 1.23
C -3.81 -4.00 -0.20
C -2.56 -5.57 1.31
O -3.25 -3.39 2.10
P -2.13 -2.26 1.77
O -2.67 -1.21 0.86
O -0.85 -2.93 1.37
O -2.00 -1.56 3.21
C -1.69 -2.18 4.48
C -0.96 -1.08 5.25
C -0.79 -3.40 4.35
C -3.00 -2.53 5.16
H -5.31 -5.84 1.22
H -5.69 -4.20 1.75
H -4.81 -5.30 2.83
H -4.08 -4.84 -0.84
H -2.90 -3.54 -0.60
H -4.60 -3.24 -0.25
H -2.79 -6.39 0.61
H -2.53 -5.99 2.32
H -1.58 -5.16 1.08
H -0.06 -0.79 4.70
H -0.67 -1.42 6.24
H -1.60 -0.20 5.35
H 0.13 -3.15 3.83
H -1.27 -4.21 3.81
H -0.54 -3.75 5.36
H -3.64 -1.65 5.22
H -2.82 -2.89 6.17
H -3.53 -3.30 4.60
N 0.72 -4.71 -1.79
C -0.01 -3.48 -1.49
C -0.92 -3.09 -2.64
O -1.09 -4.04 -3.56
O -1.47 -2.02 -2.71
H 0.83 -5.27 -0.96
H 1.64 -4.53 -2.16
H -0.53 -4.78 -3.25
H 0.62 -2.63 -1.22
H -0.63 -3.61 -0.60
*
```

Atom charges from the Mulliken analysis, given in e for atoms 1 to 5: 1.6883 -0.0252 -0.5466 -0.4024 -0.3912

=====

This record from OMol25 describes C59H67Cl6F3N10NiO3 as an isolated structure in a non-equilibrium geometry. The level of theory is ωB97M-V/def2-TZVPD.

LUMO (alpha / beta) = 0.4 / 0.4 eV

The geometry in ORCA input format:
```
! wB97M-V def2-TZVPD RIJCOSX def2/J DEFGRID3
* xyz 0 3
Ni 1.82 -0.45 1.91
C 3.95 -2.28 4.08
O 2.97 -2.66 5.03
O 3.21 -1.54 3.12
C 5.32 -1.82 4.68
F 5.31 -0.85 5.62
F 5.98 -2.82 5.16
F 6.08 -1.27 3.72
C 3.28 -3.74 5.91
C 1.90 -4.18 6.40
H 1.26 -4.17 5.52
H 1.91 -5.20 6.77
H 1.53 -3.56 7.22
H 3.88 -3.41 6.76
H 3.76 -4.57 5.40
H 4.16 -3.19 3.52
C -0.35 1.13 -1.55
C -0.48 1.49 -0.07
O 0.38 0.74 0.74
H -1.13 1.59 -2.15
H -0.41 0.05 -1.73
H 0.68 1.35 -1.85
H -1.54 1.43 0.20
H -0.16 2.53 -0.14
N 0.97 5.64 -0.44
C 1.04 6.74 0.36
C 2.08 6.93 1.28
C 2.99 5.91 1.46
C 3.02 4.79 0.61
C 1.97 4.70 -0.28
H 0.26 7.47 0.20
H 2.04 7.82 1.89
H 3.80 5.98 2.18
H 3.80 4.04 0.60
H 1.87 3.88 -0.98
N 3.43 0.52 0.73
C 4.57 1.05 1.19
C 5.68 1.40 0.42
C 5.57 1.25 -0.98
C 4.46 0.77 -1.53
C 3.37 0.49 -0.69
H 4.72 1.17 2.25
H 6.55 1.92 0.78
H 6.43 1.55 -1.57
H 4.37 0.75 -2.60
H 2.47 0.11 -1.15
N 0.12 -1.46 2.77
C -1.01 -0.84 3.29
C -2.08 -1.46 3.87
C -2.02 -2.86 4.00
C -0.98 -3.59 3.46
C 0.06 -2.88 2.87
H -1.07 0.24 3.27
H -2.94 -0.91 4.22
H -2.86 -3.43 4.39
H -0.96 -4.67 3.48
H 0.90 -3.42 2.45
N 3.08 2.86 -4.25
C 2.00 3.58 -3.92
C 0.72 3.11 -4.14
C 0.54 1.90 -4.84
C 1.68 1.22 -5.38
C 2.93 1.77 -5.06
H 2.18 4.48 -3.35
H -0.13 3.71 -3.83
H -0.44 1.57 -5.14
H 1.61 0.36 -6.03
H 3.85 1.26 -5.29
N -3.72 1.36 -4.41
C -4.69 2.02 -3.70
C -5.19 1.51 -2.49
C -4.55 0.35 -1.99
C -3.56 -0.31 -2.74
C -3.18 0.23 -3.91
H -5.14 2.93 -4.06
H -6.02 1.95 -1.97
H -4.90 -0.25 -1.16
H -3.08 -1.23 -2.44
H -2.36 -0.13 -4.52
N 1.85 -2.15 0.40
C 2.87 -3.01 0.26
C 2.79 -4.14 -0.55
C 1.60 -4.46 -1.24
C 0.48 -3.64 -1.05
C 0.68 -2.49 -0.31
H 3.76 -2.81 0.84
H 3.68 -4.74 -0.70
H 1.48 -5.32 -1.88
H -0.44 -3.80 -1.60
H -0.09 -1.74 -0.23
N 3.74 -2.02 -3.93
C 4.20 -2.95 -4.81
C 3.29 -3.62 -5.59
C 1.94 -3.49 -5.44
C 1.42 -2.57 -4.54
C 2.39 -1.87 -3.78
H 5.25 -3.22 -4.81
H 3.59 -4.40 -6.28
H 1.31 -4.11 -6.06
H 0.36 -2.41 -4.40
H 2.12 -0.98 -3.23
N -5.72 0.85 1.70
C -6.92 0.44 2.25
C -8.05 1.29 2.31
C -7.91 2.58 1.88
C -6.68 3.04 1.38
C -5.62 2.15 1.34
H -6.86 -0.57 2.62
H -8.94 1.03 2.87
H -8.74 3.27 2.01
H -6.51 4.06 1.08
H -4.66 2.40 0.92
N 1.81 1.09 3.42
C 2.04 2.42 3.09
C 2.09 3.49 4.00
C 1.77 3.27 5.35
C 1.50 1.99 5.72
C 1.51 0.94 4.78
H 2.35 2.61 2.07
H 2.21 4.47 3.57
H 1.64 4.10 6.03
H 1.25 1.73 6.74
H 1.46 -0.08 5.10
N -1.97 -3.42 -4.54
C -1.73 -4.82 -4.47
C -2.58 -5.79 -5.00
C -3.74 -5.35 -5.54
C -3.98 -4.00 -5.71
C -3.10 -3.04 -5.19
H -0.81 -5.12 -3.98
H -2.38 -6.85 -4.91
H -4.41 -6.08 -5.97
H -4.86 -3.58 -6.19
H -3.25 -1.99 -5.38
C -4.50 -2.18 1.34
Cl -5.04 -3.78 1.98
Cl -3.01 -2.46 0.43
H -5.22 -1.80 0.62
H -4.31 -1.49 2.16
C -2.04 2.88 2.96
Cl -3.19 2.20 4.13
Cl -1.79 4.59 3.25
H -1.10 2.34 3.05
H -2.59 2.83 2.02
C -2.55 4.30 -1.54
Cl -2.75 5.08 -3.11
Cl -3.83 4.80 -0.34
H -2.57 3.23 -1.74
H -1.57 4.43 -1.07
*
```

Atom charges from the Mulliken analysis, given in e for atoms 1 to 5: 1.2256 -0.6632 -0.0917 -0.2024 0.7427

=====

This record from OMol25 describes C59H67CrF2N7 as an isolated structure in a non-equilibrium geometry. The level of theory is ωB97M-V/def2-TZVPD.

LUMO (alpha / beta) = 2.1 / 2.1 eV

The geometry in ORCA input format:
```
! wB97M-V def2-TZVPD RIJCOSX def2/J DEFGRID3
* xyz -1 2
Cr -0.08 0.64 0.03
C -5.60 -2.31 -1.41
C -5.29 -0.84 -1.08
C -3.89 -0.44 -1.42
C -3.45 0.19 -2.54
C -4.25 0.61 -3.73
C -4.28 -0.45 -4.84
C -2.03 0.40 -2.36
N -1.63 -0.08 -1.13
C -2.74 -0.62 -0.56
C -2.82 -1.31 0.66
C -1.82 -1.67 1.53
C -2.05 -2.55 2.68
C -3.38 -3.06 3.14
C -3.81 -4.34 2.41
C -0.84 -2.79 3.23
C 0.13 -2.01 2.45
C 1.46 -1.93 2.77
C 2.35 -1.24 1.83
N 2.05 -0.17 0.04
C 3.28 0.09 -0.55
C 3.38 0.63 -1.76
C 2.22 0.87 -2.59
N 0.94 0.74 -2.20
C 0.19 0.99 -3.31
C -1.21 0.91 -3.34
C 1.00 1.30 -4.43
C 2.31 1.21 -3.97
C 3.57 1.41 -4.76
C 4.13 0.10 -5.33
C 0.53 1.56 -5.83
C 0.21 0.26 -6.58
C 4.36 -0.40 0.45
C 3.83 -1.46 1.56
C 4.82 -1.74 2.67
C 4.90 -3.22 3.01
C 5.23 -1.79 -1.76
C 5.79 -3.18 -2.08
N -0.50 -1.36 1.40
C -0.50 -3.78 4.31
C -0.29 -3.17 5.70
H -6.62 -2.57 -1.12
H -4.91 -2.97 -0.88
H -5.48 -2.49 -2.48
H -5.46 -0.66 -0.02
H -5.98 -0.20 -1.62
H -3.84 1.54 -4.14
H -5.27 0.83 -3.42
H -3.27 -0.70 -5.17
H -4.84 -0.08 -5.71
H -4.76 -1.36 -4.49
H -3.82 -1.65 0.93
H -4.13 -2.29 2.98
H -3.34 -3.26 4.21
H -3.90 -4.16 1.33
H -4.78 -4.68 2.78
H -3.09 -5.14 2.56
H 1.83 -2.42 3.66
H 4.36 0.84 -2.18
H -1.69 1.22 -4.26
H 4.33 1.88 -4.13
H 3.37 2.09 -5.59
H 4.35 -0.60 -4.52
H 5.05 0.27 -5.89
H 3.41 -0.38 -5.99
H 1.29 2.11 -6.38
H -0.37 2.19 -5.81
H 1.10 -0.37 -6.64
H -0.15 0.46 -7.59
H -0.56 -0.30 -6.04
H 4.50 -1.17 3.55
H 5.81 -1.36 2.41
H 3.91 -3.63 3.21
H 5.53 -3.39 3.89
H 5.34 -3.78 2.18
H 5.97 -1.03 -2.04
H 4.34 -1.62 -2.36
H 6.71 -3.37 -1.53
H 6.00 -3.28 -3.14
H 5.06 -3.94 -1.80
H 0.41 -4.31 4.01
H -1.30 -4.52 4.37
H 0.48 -2.40 5.67
H 0.01 -3.93 6.41
H -1.21 -2.70 6.06
C 3.50 1.35 5.81
C 2.11 1.12 6.34
C 1.87 1.18 7.70
C 0.60 0.94 8.23
C -0.42 0.58 7.37
C -0.20 0.50 6.01
C 1.05 0.83 5.46
N 1.31 0.83 4.10
C 0.48 1.01 3.00
N -0.79 1.37 3.27
C -1.81 1.72 2.36
C -1.65 1.63 0.97
C -2.66 2.25 0.22
C -3.81 2.78 0.78
C -3.99 2.71 2.15
C -2.99 2.20 2.96
C -3.18 2.17 4.46
N 0.92 0.92 1.79
C 2.17 0.32 1.49
C 2.16 -1.63 0.35
C 3.61 -2.33 0.33
C 4.90 -1.68 -0.28
C 4.57 0.88 1.19
C 3.38 1.25 1.73
C 3.17 2.60 2.35
H 4.18 1.57 6.62
H 3.53 2.18 5.10
H 3.87 0.46 5.30
H 2.69 1.41 8.37
H 0.43 1.02 9.30
H -1.40 0.33 7.77
H -0.98 0.12 5.37
H 2.27 0.65 3.84
H -0.96 1.66 4.21
H -2.54 2.31 -0.86
H -4.57 3.22 0.15
H -4.91 3.07 2.61
H -4.16 2.57 4.71
H -2.44 2.77 4.99
H -3.12 1.14 4.84
H 1.32 -2.22 -0.01
H 3.53 -3.42 0.37
H 5.75 -2.13 0.26
H 5.46 1.49 1.23
H 4.13 3.11 2.46
H 2.67 2.57 3.31
H 2.53 3.20 1.69
F 1.81 2.74 -0.52
C 0.41 2.61 -0.36
F 0.18 3.48 0.74
H -0.02 3.14 -1.21
*
```

Atom charges from the Mulliken analysis, given in e for atoms 1 to 5: -0.4866 -1.1099 -1.2079 0.7258 0.5567

=====

Number 1: E -4691.512232 Eh. Number 2: E -7630.625991 Eh. Number 3: E -3915.832545 Eh.